The following is a quantum chemistry calculation of C24H22BrN9O2PdS as an isolated structure in a non-equilibrium geometry, from the Open Molecules 2025 dataset.

Properties
Gap between HOMO and LUMO (alpha / beta) in Eh: 0.21106 / 0.19452
Highest occupied orbital energy (alpha / beta) in eV: -11.4 / -14.4
Spin multiplicity: 5
Total charge: +2

```
60
C24H22BrN9O2PdS ωB97M-V/def2-TZVPD
Pd 1.24818 0.30876 0.25064
N -2.02146 3.18294 -1.69419
C -1.09713 2.71977 -0.84226
N -0.54075 1.55456 -0.93766
C -0.85510 0.75400 -2.02127
N -0.24531 -0.41766 -2.21695
N 0.72806 -0.79204 -1.49932
C 1.36418 -1.99002 -1.73329
C 2.36788 -2.41394 -0.86973
C 3.08411 -3.62240 -1.06554
C 4.07696 -3.96693 -0.18357
C 4.33604 -3.14610 0.91666
C 3.58361 -1.98551 1.07114
N 2.65362 -1.62398 0.21067
C -1.85010 1.17200 -2.97278
C -2.23018 0.40537 -4.08137
C -3.17721 0.88826 -4.95773
C -3.76965 2.13566 -4.74597
C -3.40706 2.91242 -3.66276
C -2.44369 2.43526 -2.78476
H -2.41351 4.10506 -1.57104
H -0.80088 3.37720 -0.03407
H 1.07038 -2.57858 -2.59553
H 2.83406 -4.25295 -1.90771
H 4.65040 -4.87129 -0.33242
H 5.10114 -3.39991 1.63500
H 3.72664 -1.33303 1.92351
H -1.76020 -0.55482 -4.23507
H -3.46232 0.29720 -5.81667
H -4.51449 2.50286 -5.43789
H -3.86030 3.88252 -3.50222
C -3.39272 -2.94497 2.20175
N -2.16895 -2.18007 2.04364
C -1.14598 -2.05655 3.05576
C -0.10620 -1.22973 2.32502
O 0.98450 -0.90152 2.75063
N -0.59119 -0.90034 1.07359
C -1.78405 -1.51674 0.95364
N -2.51792 -1.47832 -0.15379
H -3.37896 -3.42549 3.17556
H -3.47523 -3.72103 1.43864
H -4.26859 -2.29474 2.16075
H -0.75295 -3.02472 3.37009
H -1.50032 -1.52478 3.94239
H -2.15043 -1.04999 -0.98736
H -3.38797 -1.97949 -0.20786
O 1.63534 2.22987 -2.66761
S 2.85856 2.01369 -1.89994
N 2.75300 1.19611 -0.64597
Br 2.25852 4.36415 5.42183
C 1.98200 3.26494 3.93093
C 3.09090 2.70112 3.28091
C 2.88455 1.91520 2.17366
C 1.57002 1.68691 1.72314
C 0.46194 2.25410 2.37467
C 0.66401 3.03032 3.48924
H 4.09368 2.88792 3.63974
H 3.73473 1.48075 1.66602
H -0.55071 2.06657 2.04010
H -0.17552 3.45216 4.02500
```

natural (NBO) charges in e: 1.131 -0.513 0.333 -0.513 0.319 -0.192 -0.269 0.039 0.077 -0.162 -0.164 -0.211 0.088 -0.449 -0.126 -0.154 -0.184 -0.132 -0.255 0.249 0.437 0.210 0.220 0.237 0.246 0.244 0.215 0.246 0.244 0.245 0.236 -0.429 -0.373 -0.320 0.666 -0.597 -0.690 0.659 -0.766 0.246 0.220 0.220 0.251 0.244 0.425 0.423 -0.919 1.476 -0.972 0.309 0.020 -0.206 -0.209 0.037 -0.201 -0.212 0.260 0.264 0.227 0.254

---

The following is a quantum chemistry calculation of one molecule with the formula C24H22Cl2N2O5, from the Open Molecules 2025 dataset.

Properties
Gap between HOMO and LUMO in Eh: 0.32332
Highest occupied orbital energy in eV: -8.7
SMILES: COc1cccc(C(=O)CN(C(=O)c2ccc(Cl)c(Cl)c2)N2C(=O)[C@H]3CCCC[C@H]3C2=O)c1

```
55
C24H22Cl2N2O5 ωB97M-V/def2-TZVPD
C -0.69239 1.62892 5.55587
O 0.12136 1.71515 4.41090
C 0.92839 0.66793 4.10037
C 1.02978 -0.50715 4.84017
C 1.89139 -1.51098 4.42482
C 2.64392 -1.36312 3.28128
C 2.54496 -0.19016 2.52497
C 3.33588 -0.11522 1.28498
O 4.14709 -0.95843 0.96854
C 3.05459 1.05159 0.33400
N 1.69974 0.96186 -0.17761
C 0.84809 2.02903 -0.15885
O 1.14879 3.08196 0.35236
C -0.47888 1.74611 -0.78954
C -0.84495 2.39553 -1.96155
C -2.06988 2.12760 -2.54485
C -2.93869 1.22080 -1.95486
Cl -4.45208 0.87466 -2.69855
C -2.58087 0.58802 -0.76539
Cl -3.65434 -0.53364 -0.01823
C -1.35005 0.84925 -0.18365
N 1.41914 -0.17051 -0.92186
C 0.97803 -1.37096 -0.36615
O 0.61633 -1.50205 0.76832
C 1.10349 -2.40284 -1.46331
C 0.08598 -3.53769 -1.37869
C -1.28883 -3.11154 -1.87847
C -1.17670 -2.55383 -3.29204
C -0.32482 -1.29127 -3.27690
C 1.09637 -1.56577 -2.74816
C 1.62952 -0.22515 -2.29905
O 2.06731 0.68164 -2.94789
C 1.69410 0.82498 2.94564
H -1.24417 2.56668 5.59407
H -0.09535 1.52421 6.46757
H -1.39976 0.79638 5.48501
H 0.44571 -0.65158 5.73546
H 1.96360 -2.41797 5.00619
H 3.30787 -2.14254 2.94210
H 3.76815 1.00231 -0.49720
H 3.14696 2.01604 0.83622
H -0.16479 3.09622 -2.41898
H -2.35927 2.61659 -3.46114
H -1.07672 0.35288 0.73555
H 2.10608 -2.82971 -1.32419
H 0.02531 -3.86385 -0.33917
H 0.44222 -4.37626 -1.98047
H -1.96060 -3.97069 -1.86386
H -1.70298 -2.34971 -1.21614
H -2.16636 -2.30849 -3.67894
H -0.72939 -3.30128 -3.95013
H -0.24839 -0.85945 -4.27551
H -0.81216 -0.55398 -2.63411
H 1.70784 -2.00064 -3.53962
H 1.59117 1.75712 2.41524
```

natural (NBO) charges in e: -0.254 -0.505 0.377 -0.294 -0.195 -0.175 -0.153 0.569 -0.530 -0.330 -0.267 0.689 -0.577 -0.140 -0.125 -0.229 -0.070 0.039 -0.063 0.040 -0.216 -0.351 0.727 -0.555 -0.326 -0.392 -0.403 -0.400 -0.393 -0.307 0.721 -0.553 -0.244 0.203 0.176 0.176 0.218 0.215 0.232 0.231 0.264 0.232 0.237 0.259 0.254 0.234 0.207 0.217 0.205 0.218 0.197 0.228 0.208 0.240 0.233

---

The following is a quantum chemistry calculation of a 4-piece molecular cluster, C24H22ClFN4O8PS overall in a non-equilibrium geometry, from the Open Molecules 2025 dataset.

Properties
Gap between HOMO and LUMO in Eh: 0.27757
Highest occupied orbital energy in eV: -11.8
Total charge: +1

```
62
C24H22ClFN4O8PS ωB97M-V/def2-TZVPD
C 1.58005 -1.68169 1.73259
N 2.75347 -1.24936 0.91086
C 4.15597 -0.80521 1.16998
N 4.71993 -0.65035 2.40050
F 6.03927 -0.23405 2.39508
P 3.99479 -0.86416 4.00197
S 2.66551 0.55846 4.31816
N 5.00646 -0.50682 -0.05865
C 3.98056 -0.77646 -1.14140
Cl 4.46749 -0.55437 -2.92016
N 2.66799 -1.19584 -0.49734
C 1.49863 -1.48342 -1.41189
C 0.19759 -0.46948 -1.13521
O -0.92300 -1.36249 -0.71465
C -1.61750 -0.69384 0.40424
O -2.65827 0.13341 0.27125
H 0.94436 -0.73211 2.07853
H 0.79553 -2.36026 1.14149
H 1.83059 -2.28081 2.71400
H 4.99999 -0.72000 5.06379
H 3.41656 -2.19847 4.20741
H 1.19425 -2.62363 -1.31948
H 1.75635 -1.32322 -2.56375
H -0.08286 0.17787 -2.07122
H 0.55035 0.22789 -0.23417
H -1.20921 -0.92447 1.49469
C 6.51789 3.94879 3.52061
C 5.81576 2.95042 4.06520
C 5.38849 2.99577 5.47750
O 4.74752 2.08152 5.97734
C 5.76557 4.18716 6.26376
C 6.46771 5.18553 5.71916
C 6.89498 5.14018 4.30686
O 7.53594 6.05442 3.80703
H 6.83976 3.93101 2.48652
H 5.53076 2.07017 3.50151
H 5.44370 4.20494 7.29785
H 6.75270 6.06578 6.28286
C -2.14252 -1.21165 -5.65724
C -3.40857 -1.40050 -6.04166
C -4.51791 -0.65093 -5.41978
O -5.67720 -0.82460 -5.76963
C -4.17401 0.31602 -4.35840
C -2.90796 0.50487 -3.97397
C -1.79862 -0.24470 -4.59585
O -0.63933 -0.07103 -4.24601
H -1.31718 -1.75370 -6.10247
H -3.67702 -2.10556 -6.81925
H -4.99936 0.85807 -3.91316
H -2.63952 1.20992 -3.19638
C -8.02302 -0.96425 -2.68969
C -8.51468 -2.12121 -2.23576
C -7.90438 -2.81348 -1.08359
O -8.35251 -3.87346 -0.66870
C -6.73139 -2.17725 -0.45182
C -6.23973 -1.02030 -0.90574
C -6.85003 -0.32803 -2.05792
O -6.40190 0.73195 -2.47280
H -8.45824 -0.44383 -3.53407
H -9.37490 -2.60023 -2.68784
H -6.29617 -2.69767 0.39257
H -5.37951 -0.54128 -0.45366
```

natural (NBO) charges in e: -0.482 -0.203 0.553 -0.301 -0.143 0.859 -0.459 -0.410 0.402 0.150 -0.209 -0.287 -0.107 -0.569 0.613 -0.501 0.261 0.274 0.264 0.094 0.024 0.255 0.294 0.279 0.187 0.153 -0.198 -0.250 0.491 -0.520 -0.239 -0.212 0.459 -0.462 0.234 0.211 0.240 0.243 -0.247 -0.206 0.471 -0.467 -0.213 -0.247 0.498 -0.562 0.232 0.240 0.272 0.231 -0.232 -0.218 0.462 -0.475 -0.209 -0.246 0.495 -0.523 0.242 0.240 0.230 0.238

---

Please write out number 1 again, unchanged.
The following is a quantum chemistry calculation of C24H22BrN9O2PdS as an isolated structure in a non-equilibrium geometry, from the Open Molecules 2025 dataset.

Properties
Gap between HOMO and LUMO (alpha / beta) in Eh: 0.21106 / 0.19452
Highest occupied orbital energy (alpha / beta) in eV: -11.4 / -14.4
Spin multiplicity: 5
Total charge: +2

```
60
C24H22BrN9O2PdS ωB97M-V/def2-TZVPD
Pd 1.24818 0.30876 0.25064
N -2.02146 3.18294 -1.69419
C -1.09713 2.71977 -0.84226
N -0.54075 1.55456 -0.93766
C -0.85510 0.75400 -2.02127
N -0.24531 -0.41766 -2.21695
N 0.72806 -0.79204 -1.49932
C 1.36418 -1.99002 -1.73329
C 2.36788 -2.41394 -0.86973
C 3.08411 -3.62240 -1.06554
C 4.07696 -3.96693 -0.18357
C 4.33604 -3.14610 0.91666
C 3.58361 -1.98551 1.07114
N 2.65362 -1.62398 0.21067
C -1.85010 1.17200 -2.97278
C -2.23018 0.40537 -4.08137
C -3.17721 0.88826 -4.95773
C -3.76965 2.13566 -4.74597
C -3.40706 2.91242 -3.66276
C -2.44369 2.43526 -2.78476
H -2.41351 4.10506 -1.57104
H -0.80088 3.37720 -0.03407
H 1.07038 -2.57858 -2.59553
H 2.83406 -4.25295 -1.90771
H 4.65040 -4.87129 -0.33242
H 5.10114 -3.39991 1.63500
H 3.72664 -1.33303 1.92351
H -1.76020 -0.55482 -4.23507
H -3.46232 0.29720 -5.81667
H -4.51449 2.50286 -5.43789
H -3.86030 3.88252 -3.50222
C -3.39272 -2.94497 2.20175
N -2.16895 -2.18007 2.04364
C -1.14598 -2.05655 3.05576
C -0.10620 -1.22973 2.32502
O 0.98450 -0.90152 2.75063
N -0.59119 -0.90034 1.07359
C -1.78405 -1.51674 0.95364
N -2.51792 -1.47832 -0.15379
H -3.37896 -3.42549 3.17556
H -3.47523 -3.72103 1.43864
H -4.26859 -2.29474 2.16075
H -0.75295 -3.02472 3.37009
H -1.50032 -1.52478 3.94239
H -2.15043 -1.04999 -0.98736
H -3.38797 -1.97949 -0.20786
O 1.63534 2.22987 -2.66761
S 2.85856 2.01369 -1.89994
N 2.75300 1.19611 -0.64597
Br 2.25852 4.36415 5.42183
C 1.98200 3.26494 3.93093
C 3.09090 2.70112 3.28091
C 2.88455 1.91520 2.17366
C 1.57002 1.68691 1.72314
C 0.46194 2.25410 2.37467
C 0.66401 3.03032 3.48924
H 4.09368 2.88792 3.63974
H 3.73473 1.48075 1.66602
H -0.55071 2.06657 2.04010
H -0.17552 3.45216 4.02500
```

natural (NBO) charges in e: 1.131 -0.513 0.333 -0.513 0.319 -0.192 -0.269 0.039 0.077 -0.162 -0.164 -0.211 0.088 -0.449 -0.126 -0.154 -0.184 -0.132 -0.255 0.249 0.437 0.210 0.220 0.237 0.246 0.244 0.215 0.246 0.244 0.245 0.236 -0.429 -0.373 -0.320 0.666 -0.597 -0.690 0.659 -0.766 0.246 0.220 0.220 0.251 0.244 0.425 0.423 -0.919 1.476 -0.972 0.309 0.020 -0.206 -0.209 0.037 -0.201 -0.212 0.260 0.264 0.227 0.254